(1)
Density functional theory data (ωB97M-V/def2-TZVPD) for C29H43FIrN7Si as an isolated structure.

The geometry in ORCA input format:
```
! RIJCOSX wB97M-V def2-TZVPD def2/J DEFGRID3
* xyz 2 5
Ir 0.071 -0.702 -1.007
C 2.889 0.446 -3.833
Si 3.080 -0.692 -2.390
C 2.209 -2.313 -2.661
C 4.829 -0.883 -1.822
N 2.054 0.147 -1.090
C 2.732 -1.104 0.969
C 4.043 -1.204 1.707
C 4.132 -1.544 3.017
C 2.988 -1.850 3.787
C 1.716 -1.847 3.167
C 1.627 -1.507 1.870
F 0.401 -1.584 1.248
H 3.323 -0.012 -4.722
H 3.400 1.397 -3.676
H 1.840 0.652 -4.058
H 2.372 -2.712 -3.664
H 1.122 -2.116 -2.578
H 2.468 -3.084 -1.935
H 5.439 -1.114 -2.698
H 4.955 -1.703 -1.117
H 5.244 0.027 -1.387
H 4.937 -0.983 1.142
H 5.105 -1.582 3.485
H 3.080 -2.109 4.830
H 0.826 -2.136 3.708
C -4.228 -2.184 1.830
N -3.144 -1.366 1.298
C -3.140 0.023 1.735
C -2.331 -1.787 0.316
N -1.840 -0.925 -0.609
C -2.728 0.036 -1.201
C -3.950 -0.409 -1.626
C -4.838 0.436 -2.317
C -4.451 1.700 -2.633
C -3.180 2.190 -2.242
C -2.780 3.487 -2.654
C -1.551 3.976 -2.338
C -0.690 3.213 -1.525
C -1.070 1.989 -1.040
N -0.211 1.261 -0.175
C 0.576 1.854 0.705
N 1.756 1.265 1.070
C 2.391 1.588 2.352
C 2.556 0.308 0.283
N 0.250 3.019 1.326
C 1.194 4.124 1.449
C -1.137 3.392 1.568
C -2.307 1.385 -1.461
N -1.996 -3.081 0.268
C -1.845 -3.887 1.478
C -1.565 -3.732 -0.960
H -5.168 -1.648 1.681
H -4.096 -2.371 2.895
H -4.280 -3.132 1.302
H -3.921 0.607 1.243
H -2.168 0.461 1.522
H -3.308 0.038 2.812
H -4.228 -1.443 -1.462
H -5.801 0.057 -2.630
H -5.100 2.348 -3.207
H -3.466 4.069 -3.254
H -1.237 4.949 -2.686
H 0.269 3.625 -1.234
H 1.653 2.009 3.026
H 3.214 2.293 2.224
H 2.784 0.682 2.798
H 1.865 1.081 -1.452
H 2.740 -1.818 0.128
H 3.564 0.743 0.250
H 2.143 3.873 0.985
H 1.367 4.395 2.491
H 0.781 4.991 0.928
H -1.774 2.515 1.517
H -1.489 4.124 0.838
H -1.207 3.822 2.567
H -1.963 -3.265 2.359
H -0.843 -4.319 1.480
H -2.574 -4.697 1.503
H -1.974 -3.220 -1.828
H -1.938 -4.756 -0.948
H -0.473 -3.773 -1.038
*
```

Its HOMO-LUMO gap (alpha / beta) is 0.2892 / 0.2240 Ha. The HOMO energy (alpha / beta) is -12.6 / -12.8 eV.

***

(2)
Density functional theory data (ωB97M-V/def2-TZVPD) for a 2-piece molecular cluster, C29H43FN3O3Si overall at a distorted geometry.

The geometry in ORCA input format:
```
! RIJCOSX wB97M-V def2-TZVPD def2/J DEFGRID3
* xyz 1 1
C 1.165 1.990 3.284
C 1.911 3.391 2.889
O 3.110 3.279 2.253
O 1.462 4.757 3.186
C 0.006 4.852 3.364
O -0.425 5.258 4.589
C -1.149 4.471 2.268
N -0.638 3.939 0.948
C -1.458 3.077 0.253
N -2.848 2.540 0.653
C -2.593 1.028 0.480
C -2.065 1.028 -1.072
C -0.930 -0.049 -1.563
C -1.430 -1.608 -1.629
C -1.942 -2.238 -0.205
C -1.889 -3.875 -0.107
C -1.085 -4.437 1.232
C 0.474 -4.809 0.759
C 1.574 -4.580 1.955
C 3.022 -3.948 1.411
Si 2.954 -2.057 1.829
C 1.342 -1.371 1.021
C 2.847 -1.761 3.739
C 4.437 -1.033 1.151
C 4.637 -0.832 -0.471
C 5.869 0.077 -1.082
C 6.912 0.807 -0.008
C 6.781 0.617 1.617
C 5.516 -0.314 2.193
N -1.252 2.339 -1.067
H 0.013 2.067 3.474
H 1.291 1.266 2.343
H 1.657 1.426 4.185
H -1.888 3.710 2.816
H -1.812 5.423 2.022
H 0.312 4.187 0.536
H -3.434 2.743 -0.200
H -3.427 0.284 0.826
H -1.690 0.874 1.245
H -3.006 1.201 -1.759
H -0.647 0.256 -2.682
H 0.039 0.138 -0.930
H -2.279 -1.733 -2.427
H -0.530 -2.303 -1.995
H -3.085 -1.914 -0.092
H -1.402 -1.800 0.748
H -1.395 -4.273 -1.093
H -3.020 -4.249 -0.073
H -1.096 -3.678 2.131
H -1.666 -5.425 1.563
H 0.451 -5.973 0.539
H 0.708 -4.248 -0.241
H 1.094 -3.775 2.694
H 1.724 -5.554 2.588
H 3.042 -4.158 0.244
H 3.910 -4.501 1.973
H 1.626 -0.334 0.522
H 0.505 -1.215 1.831
H 0.991 -2.107 0.151
H 3.954 -1.823 4.148
H 2.162 -2.573 4.281
H 2.381 -0.675 3.883
H 3.858 -1.341 -1.180
H 5.971 0.198 -2.253
H 7.782 1.493 -0.422
H 7.543 1.145 2.366
H 5.441 -0.393 3.374
H -1.721 2.964 -1.762
F -3.638 0.166 -4.080
C -4.259 1.082 -4.836
C -5.534 0.816 -5.323
C -6.183 1.771 -6.106
C -5.544 2.977 -6.402
C -4.263 3.233 -5.913
C -3.618 2.283 -5.121
H -6.011 -0.131 -5.090
H -7.183 1.576 -6.485
H -6.049 3.720 -7.016
H -3.766 4.171 -6.148
H -2.626 2.468 -4.725
*
```

Its HOMO-LUMO gap is 0.1987 Ha. The energy above the lowest of the compared OMol25 structures with the same formula, charge and spin is 1678.1 kJ/mol. The HOMO energy is -10.2 eV.